[1]
A molecular structure, C46H42BrN8O2P3W, computed with ωB97M-V/def2-TZVPD.

Positions of all 103 atoms, in Å:
W: 0.44 0.73 1.00
Br: -0.74 3.32 -1.77
P: -1.00 0.00 2.91
P: 0.10 -0.40 -4.03
P: 2.74 0.10 0.00
O: 2.44 3.10 3.69
O: 1.53 1.48 2.46
N: -4.23 1.48 -3.17
N: -0.61 1.34 -6.10
N: 0.54 3.12 0.72
N: -2.46 0.19 -5.02
N: -0.98 -1.01 -6.53
N: 0.37 -1.26 0.78
N: -5.65 0.29 0.97
N: -1.41 0.98 0.14
C: 1.87 -1.45 5.40
C: 0.68 5.90 1.07
C: 0.08 5.35 -0.05
C: 0.36 1.16 -5.02
C: -0.57 -2.12 1.37
C: -3.81 1.04 -0.67
C: -0.54 0.27 -7.08
C: -4.08 1.30 -2.03
C: 3.56 2.77 -2.93
C: -1.71 -0.17 -3.78
C: 4.39 0.68 2.13
C: 0.05 3.97 -0.18
C: -4.29 2.94 4.10
C: 1.79 2.73 2.76
C: -4.65 1.69 3.61
C: -1.96 2.36 3.89
C: 1.24 5.04 2.00
C: 3.83 -0.34 1.36
C: 0.03 -0.72 6.77
C: 2.92 1.96 -2.02
C: 5.42 -0.94 3.56
C: -2.33 1.10 3.40
C: -1.67 -1.54 2.21
C: -0.65 -0.30 5.64
C: 2.29 -1.45 -0.84
C: 3.65 1.17 -1.14
C: 0.81 -3.36 0.10
C: -0.32 -3.39 0.99
C: 1.20 -1.03 4.26
C: -2.94 3.27 4.24
C: -2.52 1.01 -0.23
C: 1.29 -1.30 6.65
C: -4.84 0.65 0.24
C: 4.87 -1.97 2.80
C: 4.07 -1.67 1.71
C: 5.69 2.02 -2.08
C: -1.94 1.50 -5.62
C: 1.14 3.69 1.79
C: -0.05 -1.53 -5.52
C: 4.95 2.81 -2.96
C: -3.67 0.76 3.27
C: 5.04 1.20 -1.17
C: -2.32 -0.91 -6.07
C: -0.07 -0.46 4.38
C: 5.18 0.38 3.23
C: 1.20 -2.07 -0.02
H: 0.71 6.97 1.20
H: 3.64 -2.48 1.14
H: 1.83 1.93 -1.99
H: 5.60 1.18 3.82
H: 2.99 3.39 -3.61
H: 1.27 -4.21 -0.38
H: -3.97 -0.21 2.90
H: 3.14 -2.12 -0.99
H: -1.19 0.52 -7.92
H: 5.62 0.58 -0.49
H: -0.91 2.62 4.02
H: -1.84 0.66 -3.07
H: -0.87 -4.27 1.30
H: -1.98 -2.22 3.00
H: 1.91 -1.16 -1.83
H: 5.46 3.45 -3.66
H: -0.37 -2.52 -5.20
H: 1.82 -1.62 7.53
H: -2.65 -1.84 -5.60
H: 1.75 5.39 2.89
H: 2.85 -1.89 5.30
H: 1.67 -1.15 3.29
H: -2.66 4.24 4.63
H: -5.69 1.43 3.49
H: -0.35 5.97 -0.82
H: -2.17 -1.05 -3.34
H: -2.02 2.25 -4.85
H: -0.42 -0.60 7.74
H: -5.05 3.65 4.36
H: -2.62 1.74 -6.44
H: 6.04 -1.18 4.42
H: -2.55 -1.31 1.60
H: 6.77 2.05 -2.11
H: 0.94 -1.64 -5.97
H: -2.99 -0.65 -6.88
H: 4.21 1.72 1.88
H: 5.06 -3.00 3.06
H: 0.33 2.03 -4.35
H: 0.48 0.17 -7.45
H: -1.63 0.15 5.74
H: -3.44 0.35 -4.75
H: 1.36 1.13 -5.45

Results
E_LUMO (spin up / spin down): -5.94 / -6.21 eV
DFT total energy: -164122.11361 eV
Spin multiplicity: 3
HOMO-LUMO gap (spin up / spin down): 6.9 / 6.8 eV
Highest occupied orbital energy (spin up / spin down): -12.8 / -13.0 eV
Net charge: +2
⟨S²⟩: 2.0189
Energy above the lowest of the compared OMol25 structures with the same formula, charge and spin: 0.0 kcal/mol


[2]
A molecular structure, C46H43AsGaGeN3O4S, computed with ωB97M-V/def2-TZVPD.

Positions of all 100 atoms, in Å:
As: 2.33 -4.31 -0.01
Ge: -3.71 1.99 -3.22
Ga: -0.58 0.42 0.79
S: -0.22 -1.72 1.41
O: -0.61 7.14 0.47
O: -1.80 0.34 -0.91
O: 1.19 6.85 -0.90
O: -2.55 0.78 1.06
N: 0.10 2.31 0.75
N: 0.99 0.42 -0.76
N: -0.74 1.23 2.93
C: -4.16 -3.42 -0.18
C: 0.21 3.03 -4.44
C: -1.77 -2.37 0.79
C: -1.30 0.71 -4.23
C: 3.79 -5.59 0.24
C: -3.05 4.05 -1.26
C: -4.77 2.03 -4.86
C: 1.43 1.64 -1.09
C: -3.22 5.24 -0.55
C: -6.12 0.89 -6.51
C: -1.17 0.56 3.99
C: -1.83 -2.92 -0.49
C: -1.78 1.18 5.06
C: -1.06 3.07 -3.88
C: -4.37 5.99 -0.74
C: -4.19 0.57 -0.68
C: 0.73 1.82 -4.89
C: -5.53 3.19 -6.84
C: -3.02 -3.44 -0.97
C: -4.10 -2.89 1.10
C: -0.93 2.55 2.87
C: -4.00 3.62 -2.18
C: 0.91 4.08 -0.60
C: -1.84 1.92 -3.78
C: -2.79 0.57 -0.17
C: 0.30 6.51 -0.11
C: -1.97 2.55 5.00
C: 3.04 0.71 -2.57
C: -5.34 5.56 -1.64
C: 0.30 5.00 0.24
C: -0.03 0.66 -4.77
C: 1.59 -5.14 -1.64
C: -0.39 3.18 1.63
C: 2.45 1.83 -1.99
C: -2.91 -2.37 1.58
C: 1.53 -0.65 -1.33
C: 0.79 2.73 -0.32
C: -0.33 4.54 1.40
C: -6.18 2.04 -7.28
C: -5.15 4.39 -2.36
C: 1.08 -5.13 1.26
C: -1.54 3.26 3.89
C: -4.83 3.18 -5.64
C: 2.57 -0.55 -2.25
C: -4.32 0.42 -2.19
C: -5.42 0.88 -5.31
H: -5.57 4.09 -7.43
H: -5.91 4.07 -3.07
H: 0.37 -0.28 -5.13
H: 4.55 -5.44 -0.53
H: -6.62 -0.01 -6.85
H: -1.68 4.32 3.81
H: 1.03 -6.20 1.10
H: -2.13 3.48 -1.11
H: -1.46 4.03 -3.55
H: -4.70 -0.23 -0.14
H: -6.23 6.15 -1.79
H: 1.35 -6.19 -1.46
H: -5.09 -3.83 -0.56
H: 1.15 -1.61 -1.01
H: 1.72 1.79 -5.33
H: 1.43 -4.93 2.28
H: 0.09 -4.69 1.15
H: -0.95 -2.92 -1.11
H: -4.32 4.08 -5.32
H: -3.06 -3.85 -1.97
H: -4.50 6.92 -0.20
H: 2.99 -1.44 -2.68
H: 1.46 4.45 -1.45
H: 3.42 -6.62 0.18
H: -2.10 0.61 5.91
H: -5.39 -0.03 -4.73
H: -4.65 1.50 -0.33
H: -3.81 -0.48 -2.53
H: -6.72 2.05 -8.21
H: 0.69 -4.63 -1.96
H: -1.88 -0.20 -4.16
H: -2.45 5.60 0.13
H: -5.38 0.31 -2.43
H: 0.79 3.94 -4.53
H: 4.25 -5.43 1.21
H: 2.80 2.83 -2.22
H: -1.00 -0.51 3.96
H: -0.76 5.27 2.06
H: -2.87 -1.94 2.58
H: 2.33 -5.08 -2.44
H: -4.99 -2.87 1.72
H: 3.85 0.83 -3.28
H: -2.46 3.08 5.82

Results
E_LUMO: -1.03 eV
DFT total energy: -241630.36637 eV
HOMO-LUMO gap: 7.2 eV
Highest occupied orbital energy: -8.2 eV
Net charge: 0
Energy above the lowest of the compared OMol25 structures with the same formula, charge and spin: 3.6 kcal/mol


Q: Look up the net charge of the second one.
A: 0


Q: energy above the lowest of the compared OMol25 structures with the same formula, charge and spin of number 2 (C46H43AsGaGeN3O4S)?
A: 3.6 kcal/mol